Entry from the OMol25 dataset: a 2-piece molecular cluster, C9H14O overall in a non-equilibrium geometry (the ωB97M-V functional and the def2-TZVPD basis).

Results
E_LUMO: 0.8 eV
frontier orbital gap: 9.62 eV
SMILES string: Cc1ccc(O)cc1.CC
max |F|: 1.48 eV Å⁻¹

```
24
Properties=species:S:1:pos:R:3:forces:R:3:lowdin_charge:R:1
C -1.139 -2.493 0.746 0.07 0.47 0.15 -0.05
C -0.922 -1.572 -0.424 0.32 0.43 -0.26 -0.28
C -1.324 -0.239 -0.374 0.15 -0.99 -0.06 -0.06
C -1.123 0.631 -1.444 -0.04 -0.90 0.43 -0.01
C -0.367 0.191 -2.505 0.79 -0.56 -0.66 -0.32
O -0.187 0.898 -3.695 0.05 0.31 0.72 0.02
C 0.257 -1.060 -2.465 -1.32 -0.49 -0.23 -0.01
C -0.167 -1.988 -1.527 0.62 0.31 0.92 -0.04
H -2.105 -2.998 0.739 0.19 -0.39 -0.25 0.08
H -1.137 -1.929 1.668 -0.08 0.42 0.29 0.07
H -0.279 -3.144 0.855 -0.24 -0.58 -0.17 0.08
H -1.789 0.034 0.555 -0.43 0.62 0.03 0.10
H -1.601 1.570 -1.423 -0.24 1.08 -0.17 0.10
H 0.408 1.626 -3.493 -0.06 0.25 -0.22 0.10
H 0.896 -1.339 -3.286 0.10 -0.04 -0.14 0.11
H 0.214 -3.004 -1.484 0.09 0.06 -0.38 0.11
C 1.157 1.132 1.894 -0.11 0.28 0.12 -0.16
C 1.420 2.524 2.448 -0.06 1.07 1.02 -0.18
H 1.567 1.071 0.891 -0.13 -0.32 -0.17 0.06
H 1.621 0.377 2.528 0.23 -0.02 -0.14 0.06
H 0.099 0.879 1.873 -0.06 0.12 -0.14 0.04
H 1.574 2.515 3.533 0.21 -0.23 -0.09 0.06
H 0.640 3.294 2.371 -0.32 -0.57 -0.52 0.06
H 2.286 3.026 2.019 0.26 -0.32 -0.07 0.06
```
Forces are in eV/Å.